(1)
ORCA calculation (ωB97M-V with the def2-TZVPD basis set) on C44H51N4OSSbTeW as an isolated structure at a distorted geometry.

## Properties
Strongest force on any atom: 0.05315 hartree/bohr
LUMO (alpha / beta): -6.003 / -6.118 eV
Net charge: +2
Energy relative to the best compared isomer or geometry (same formula, charge and spin): 137.3 kJ/mol
DFT total energy: -80942.2703 eV

Last column: Löwdin charge in e.
Cartesian coordinates (Å):
W (-0.270, -0.555, -0.292)  1.16
C (-0.414, 3.105, -2.351)  -0.09
C (-0.338, 3.342, -0.873)  -0.33
C (-0.556, 4.655, -0.441)  -0.01
C (-0.466, 4.985, 0.889)  -0.03
C (-0.086, 3.985, 1.777)  -0.10
C (0.120, 2.712, 1.290)  -0.47
N (-0.048, 2.356, -0.006)  0.01
Sb (0.987, 1.193, 2.541)  1.58
C (-0.929, 0.211, 2.532)  -0.45
C (-1.663, 0.463, 3.673)  -0.11
C (-2.903, -0.135, 3.825)  -0.01
C (-3.308, -1.026, 2.858)  0.00
C (-2.526, -1.276, 1.737)  -0.32
C (-3.005, -2.348, 0.805)  -0.02
N (-1.363, -0.596, 1.540)  -0.12
C (2.081, 0.675, 0.738)  -0.47
C (3.217, 1.454, 0.599)  -0.10
C (4.193, 1.068, -0.300)  -0.01
C (4.047, -0.149, -0.938)  0.00
C (2.892, -0.894, -0.780)  -0.37
C (2.811, -2.269, -1.364)  -0.03
N (1.867, -0.421, -0.019)  -0.17
H (0.347, 3.714, -2.844)  0.10
H (-1.385, 3.416, -2.736)  0.09
H (-0.238, 2.069, -2.609)  -0.05
H (-0.792, 5.405, -1.184)  0.13
H (-0.649, 5.997, 1.228)  0.12
H (0.062, 4.196, 2.828)  0.10
H (-1.261, 1.115, 4.440)  0.10
H (-3.519, 0.061, 4.693)  0.13
H (-4.237, -1.571, 2.958)  0.14
H (-3.374, -3.180, 1.406)  0.11
H (-2.238, -2.725, 0.142)  0.04
H (-3.843, -1.980, 0.214)  0.07
H (3.356, 2.328, 1.225)  0.11
H (5.084, 1.666, -0.446)  0.13
H (4.841, -0.549, -1.555)  0.13
H (3.141, -2.995, -0.616)  0.11
H (3.470, -2.351, -2.226)  0.10
H (1.808, -2.537, -1.668)  0.02
S (0.735, -0.198, -2.607)  0.71
C (0.057, -0.277, -4.212)  -0.60
N (-1.232, -0.484, -4.520)  0.06
C (-1.719, -0.522, -5.778)  -0.03
C (-0.882, -0.363, -6.842)  -0.02
C (0.476, -0.162, -6.582)  0.00
C (0.941, -0.115, -5.287)  -0.06
H (-1.893, -0.596, -3.742)  0.01
H (-2.782, -0.690, -5.869)  0.15
H (-1.267, -0.389, -7.850)  0.13
H (1.170, -0.042, -7.404)  0.13
H (1.986, 0.046, -5.067)  0.12
C (-7.985, 0.275, 1.815)  -0.03
C (-6.695, 0.344, 1.044)  -0.25
C (-5.649, 1.153, 1.454)  -0.01
C (-4.441, 1.213, 0.754)  -0.31
C (-3.398, 2.199, 1.218)  -0.07
C (-4.293, 0.413, -0.378)  -0.48
Te (-2.470, 0.402, -1.461)  1.18
C (-5.357, -0.368, -0.862)  -0.33
C (-5.287, -1.142, -2.154)  -0.08
C (-6.534, -0.391, -0.130)  0.00
H (-7.925, 0.835, 2.747)  0.08
H (-8.242, -0.759, 2.051)  0.09
H (-8.808, 0.685, 1.227)  0.09
H (-5.768, 1.771, 2.338)  0.13
H (-3.401, 2.292, 2.305)  0.08
H (-3.620, 3.188, 0.808)  0.10
H (-2.392, 1.933, 0.896)  0.00
H (-5.142, -0.464, -2.998)  0.08
H (-6.213, -1.689, -2.319)  0.09
H (-4.462, -1.856, -2.160)  0.04
H (-7.359, -0.998, -0.490)  0.13
C (1.693, -2.123, 2.344)  -0.09
C (1.039, -3.497, 2.397)  -0.34
C (-0.242, -3.471, 3.235)  -0.02
C (0.784, -4.212, 1.066)  -0.11
C (1.160, -5.555, 1.089)  -0.02
C (0.936, -6.415, 0.031)  -0.04
C (0.292, -5.926, -1.081)  -0.03
C (-0.108, -4.592, -1.190)  -0.11
C (-0.813, -4.305, -2.519)  -0.34
C (0.204, -4.201, -3.665)  -0.04
C (-1.770, -3.130, -2.571)  -0.10
C (0.171, -3.741, -0.111)  -0.18
O (-0.112, -2.378, -0.254)  -0.32
H (1.892, -1.781, 3.362)  0.09
H (1.030, -1.410, 1.857)  -0.03
H (2.639, -2.141, 1.801)  0.09
H (1.744, -4.140, 2.920)  0.13
H (-1.008, -2.861, 2.758)  0.05
H (-0.044, -3.057, 4.226)  0.09
H (-0.647, -4.476, 3.360)  0.10
H (1.645, -5.933, 1.979)  0.12
H (1.242, -7.451, 0.085)  0.12
H (0.067, -6.593, -1.905)  0.13
H (-1.418, -5.196, -2.692)  0.14
H (0.802, -3.290, -3.569)  0.06
H (-0.316, -4.169, -4.624)  0.09
H (0.886, -5.050, -3.682)  0.09
H (-1.255, -2.192, -2.383)  -0.03
H (-2.583, -3.235, -1.852)  0.07
H (-2.215, -3.084, -3.568)  0.09

(2)
ORCA calculation (ωB97M-V with the def2-TZVPD basis set) on C44H52GeIrN2O6Si as an isolated structure at a distorted geometry.

## Properties
Strongest force on any atom: 0.02066 hartree/bohr
LUMO (alpha / beta): 0.137 / -1.959 eV
Spin multiplicity: 6
Net charge: 0
DFT total energy: -128971.5931 eV

Last column: Löwdin charge in e.
Cartesian coordinates (Å):
Ir (0.127, -0.307, -0.118)  1.41
O (5.187, -5.463, 0.731)  0.12
C (5.640, -4.190, 0.693)  -0.49
O (6.783, -3.973, 1.005)  0.10
C (4.682, -3.119, 0.320)  -0.12
C (5.180, -1.879, 0.123)  0.00
C (4.361, -0.751, -0.181)  -0.01
C (3.012, -0.857, -0.038)  -0.27
C (2.409, -2.115, 0.537)  -0.32
C (3.202, -3.384, 0.150)  -0.19
N (2.067, 0.097, -0.292)  -0.15
C (2.361, 1.386, -0.627)  -0.05
C (1.296, 2.260, -0.893)  -0.28
C (1.457, 3.612, -1.248)  -0.01
C (0.345, 4.379, -1.502)  -0.06
C (-0.922, 3.795, -1.434)  -0.06
C (-1.021, 2.459, -1.090)  -0.12
N (0.043, 1.715, -0.801)  -0.06
H (4.331, -5.556, 0.296)  0.09
H (6.254, -1.757, 0.188)  0.13
H (4.836, 0.167, -0.501)  0.10
H (2.545, -2.015, 1.631)  0.16
H (2.900, -4.166, 0.854)  0.14
H (3.387, 1.722, -0.660)  0.12
H (2.455, 4.024, -1.318)  0.12
H (0.451, 5.422, -1.768)  0.11
H (-1.813, 4.367, -1.644)  0.11
H (-1.982, 1.970, -1.039)  0.11
C (-4.248, -2.042, 4.018)  -0.02
C (-3.222, -1.817, 2.912)  -0.62
C (-3.216, -3.001, 1.951)  -0.02
C (-1.832, -1.635, 3.522)  -0.02
O (-3.632, -0.621, 2.235)  -0.09
Si (-3.101, 0.126, 0.880)  0.02
O (-1.738, -0.497, 0.280)  -0.41
O (-2.968, 1.723, 1.211)  -0.11
C (-2.645, 2.546, 2.331)  -0.62
C (-3.067, 3.959, 1.932)  -0.02
C (-3.399, 2.120, 3.591)  -0.02
C (-1.137, 2.497, 2.594)  -0.02
O (-4.147, 0.026, -0.364)  -0.08
C (-5.577, 0.097, -0.390)  -0.63
C (-5.953, 0.328, -1.850)  -0.03
C (-6.084, 1.250, 0.476)  -0.03
C (-6.155, -1.233, 0.096)  -0.02
H (-4.006, -2.945, 4.580)  0.09
H (-5.244, -2.152, 3.586)  0.08
H (-4.260, -1.190, 4.699)  0.09
H (-2.918, -3.913, 2.472)  0.10
H (-2.510, -2.809, 1.144)  0.05
H (-4.206, -3.148, 1.515)  0.09
H (-1.519, -2.562, 4.002)  0.08
H (-1.836, -0.841, 4.270)  0.08
H (-1.112, -1.382, 2.740)  0.06
H (-4.145, 3.986, 1.766)  0.09
H (-2.564, 4.242, 1.006)  0.07
H (-2.805, 4.676, 2.711)  0.09
H (-4.446, 1.930, 3.357)  0.09
H (-3.340, 2.905, 4.346)  0.09
H (-2.970, 1.208, 3.999)  0.07
H (-0.585, 3.025, 1.815)  0.08
H (-0.800, 1.458, 2.615)  0.07
H (-0.908, 2.959, 3.556)  0.09
H (-5.527, 1.270, -2.199)  0.09
H (-7.037, 0.363, -1.966)  0.09
H (-5.553, -0.481, -2.462)  0.09
H (-5.570, 2.171, 0.197)  0.09
H (-5.879, 1.046, 1.529)  0.08
H (-7.157, 1.381, 0.341)  0.09
H (-5.767, -2.045, -0.521)  0.09
H (-7.244, -1.227, 0.037)  0.09
H (-5.854, -1.404, 1.129)  0.07
C (0.928, -2.106, 0.253)  -0.33
Ge (0.134, -3.861, 0.021)  0.98
C (0.231, -4.861, 1.730)  -0.26
C (0.587, -4.187, 2.896)  -0.13
C (0.742, -4.870, 4.095)  -0.08
C (0.540, -6.242, 4.142)  -0.09
C (0.190, -6.926, 2.985)  -0.08
C (0.043, -6.240, 1.788)  -0.11
C (1.492, -4.626, -1.184)  -0.20
C (2.778, -3.858, -1.298)  -0.25
C (3.825, -4.592, -2.079)  -0.04
C (3.580, -5.781, -2.684)  -0.10
C (2.328, -6.426, -2.575)  -0.07
C (1.311, -5.823, -1.812)  -0.11
C (-1.554, -4.170, -0.932)  -0.29
C (-2.464, -5.117, -0.470)  -0.13
C (-3.565, -5.470, -1.236)  -0.08
C (-3.772, -4.872, -2.471)  -0.09
C (-2.877, -3.916, -2.933)  -0.08
C (-1.771, -3.572, -2.171)  -0.10
H (0.742, -3.114, 2.860)  0.08
H (1.020, -4.334, 4.994)  0.10
H (0.658, -6.778, 5.074)  0.10
H (0.036, -7.997, 3.019)  0.10
H (-0.207, -6.790, 0.887)  0.10
H (2.584, -2.913, -1.838)  0.16
H (4.788, -4.110, -2.194)  0.12
H (4.363, -6.253, -3.265)  0.11
H (2.158, -7.383, -3.048)  0.10
H (0.353, -6.326, -1.710)  0.10
H (-2.316, -5.574, 0.502)  0.09
H (-4.262, -6.214, -0.868)  0.10
H (-4.628, -5.149, -3.072)  0.10
H (-3.037, -3.444, -3.894)  0.10
H (-1.070, -2.830, -2.537)  0.10

Question: Among the records above, which one has the lowest net charge?
Answer: C44H52GeIrN2O6Si